Entry 1:
C17H29Ag2Cu2NO14S | ωB97M-V with the def2-TZVPD basis set

ORCA input file:
```
! wB97M-V def2-TZVPD RIJCOSX def2/J DEFGRID3
* xyz 4 3
Ag 4.1595 -2.8778 -2.0508
Ag 4.0857 -1.1685 1.2094
Cu 2.0383 -2.6834 3.7859
Cu 4.4197 0.8174 -1.8791
O 1.8409 -1.4014 1.8354
C 1.1247 -1.0669 0.7345
C 1.7665 -1.3179 -0.6522
O 3.1216 -1.0088 -0.8107
H 1.0533 0.0507 0.8317
H 0.0925 -1.4232 0.8342
H 1.1704 -0.7971 -1.4073
H 1.6534 -2.3933 -0.8610
C -4.6818 1.8276 2.9190
N -3.6442 1.1110 2.1117
O -2.7972 1.7716 1.5062
O -3.6091 -0.0902 2.1831
H -4.4922 2.8940 2.8431
H -4.5909 1.4487 3.9299
H -5.6514 1.6918 2.4441
O 3.0520 -4.8413 -1.7798
C 2.4448 -5.8868 -1.5820
O 2.0637 -6.6227 -2.5918
C 1.2447 -7.7307 -2.1152
C 1.7273 -7.9377 -0.6831
C 2.0587 -6.5051 -0.2415
H 1.3507 -8.6240 -2.7173
H 0.2108 -7.3858 -2.1026
H 2.5974 -8.5939 -0.6288
H 1.0204 -8.4445 -0.0274
H 3.0209 -6.4338 0.2731
H 1.2347 -5.9745 0.2297
O 3.1661 2.6822 -2.2330
C 2.5022 3.3958 -1.5046
O 2.2584 3.0424 -0.2420
C 1.2968 3.9479 0.3787
C 1.2691 5.1771 -0.5226
C 1.8107 4.6872 -1.8622
H 1.6385 4.2198 1.3744
H 0.3338 3.4437 0.4647
H 1.8750 6.0023 -0.1440
H 0.2839 5.6467 -0.4947
H 2.4655 5.4123 -2.3435
H 1.0091 4.5557 -2.5942
O -1.5124 4.0270 -4.9792
C -1.7403 3.3024 -4.0141
O -1.5662 3.7104 -2.8098
C -1.8891 2.6992 -1.8159
C -2.0508 1.4223 -2.6563
C -2.4775 1.9561 -4.0207
H -2.7770 2.9691 -1.2541
H -1.0214 2.5422 -1.1834
H -2.8065 0.7427 -2.2589
H -1.1370 0.8307 -2.7028
H -3.5481 2.1858 -4.0688
H -2.2532 1.3315 -4.8828
C -0.6149 1.3325 2.8617
C -0.8651 -0.0790 3.3553
O -1.2999 0.0366 4.6985
S -2.2176 1.3611 4.8190
O -1.8978 2.0511 5.9965
O -3.5428 1.0354 4.5110
O -1.5945 2.1181 3.5239
H -0.7351 1.3696 1.7805
H 0.3431 1.7337 3.2150
H -0.0562 -0.8011 3.2442
H -1.7340 -0.4941 2.8238
*
```

Properties
**LUMO energy (alpha / beta)**: -0.4822 / -0.5475 Ha
**HOMO (alpha / beta)**: -18.5 / -18.5 eV
**Energy**: -5744.403991 Ha
**Molecular weight**: 846.31 u
**Frontier orbital gap (alpha / beta)**: 5.37 / 3.59 eV


Entry 2:
C17H29BCl10O6 | ωB97M-V with the def2-TZVPD basis set

ORCA input file:
```
! wB97M-V def2-TZVPD RIJCOSX def2/J DEFGRID3
* xyz 0 1
O 7.8657 -2.5844 -0.9725
C 8.0286 -1.9331 -1.9550
O 9.2673 -1.3212 -2.1554
C 8.8982 -0.2297 -2.9343
O 9.5532 0.1436 -3.8441
C 7.4201 -0.0063 -2.8840
B 6.6257 1.3286 -3.1676
O 5.8174 1.6706 -4.2168
O 6.6274 2.2017 -2.1104
C 6.8985 -1.1974 -2.6087
C 5.4883 -1.6269 -2.7624
C 4.4969 -1.2523 -1.6420
C 3.1168 -1.1039 -2.3277
O 2.0670 -1.4398 -1.4381
H 4.8943 1.6409 -3.9372
H 7.2390 1.9347 -1.4153
H 5.4985 -2.6979 -2.9436
H 5.1601 -1.2006 -3.7135
H 4.8298 -0.3319 -1.1747
H 4.4084 -2.0965 -0.9665
H 2.9867 -0.0567 -2.6050
H 3.0894 -1.7554 -3.1927
H 1.6703 -0.6244 -1.1238
Cl 3.3331 -2.5204 1.3302
C 2.0935 -2.3549 2.5976
C 0.7220 -2.1667 2.0066
Cl 0.5669 -0.5879 1.1877
H 2.3714 -1.5211 3.2378
H 2.1169 -3.2668 3.1927
H -0.0300 -2.1932 2.7957
H 0.4873 -2.9440 1.2832
Cl -1.1582 -3.0475 4.6752
C -2.8231 -3.6802 4.5823
C -3.1642 -4.1497 3.1919
Cl -3.2637 -2.7944 2.0438
H -3.4983 -2.8972 4.9180
H -2.8889 -4.5141 5.2794
H -4.1376 -4.6382 3.1971
H -2.4273 -4.8549 2.8152
Cl -6.2609 -2.2797 4.1715
C -6.9581 -0.7262 3.6475
C -6.0094 0.0252 2.7493
Cl -4.5686 0.5999 3.6296
H -7.2140 -0.1520 4.5345
H -7.8769 -0.9538 3.1093
H -6.5027 0.9055 2.3416
H -5.6657 -0.5933 1.9153
Cl -5.0571 2.8733 0.1750
C -4.1812 1.6997 -0.8441
C -5.1142 0.7183 -1.5048
Cl -5.8592 -0.3834 -0.3171
H -3.4469 1.1961 -0.2197
H -3.6510 2.2713 -1.6048
H -4.5610 0.1008 -2.2103
H -5.9126 1.2233 -2.0426
Cl -2.1302 6.1464 -2.1300
C -3.5368 6.1389 -1.0335
C -4.5075 7.2488 -1.3436
Cl -3.8367 8.8561 -0.9661
H -3.1682 6.2054 -0.0131
H -4.0283 5.1763 -1.1571
H -5.4043 7.1294 -0.7377
H -4.7961 7.2436 -2.3917
*
```

Properties
**Energy relative to the best compared isomer or geometry (same formula, charge and spin)**: 141.8 kJ/mol
**LUMO energy**: -0.0184 Ha
**HOMO**: -10.1 eV
**Energy**: -5743.455638 Ha
**Molecular weight**: 694.75 u
**Frontier orbital gap**: 9.64 eV


Entry 3:
C17H29BF10O8P | ωB97M-V with the def2-TZVPD basis set

ORCA input file:
```
! wB97M-V def2-TZVPD RIJCOSX def2/J DEFGRID3
* xyz 1 1
C -0.1151 2.2463 -9.1242
B -0.9997 1.8488 -7.8858
O -2.3419 1.9527 -7.8390
P -0.0185 1.1395 -6.3388
F 1.1379 2.0936 -5.9622
C -1.0025 0.8244 -4.8579
C -0.2717 -0.2931 -4.0089
C -0.1742 0.0653 -2.5219
C 0.8827 1.1518 -2.1961
O 0.3181 2.1170 -1.3073
H 0.4969 1.3529 -9.3429
H 0.6074 3.0322 -8.8672
H -0.7066 2.4801 -10.0087
H -2.6194 2.8639 -8.0244
H 0.5422 -0.1032 -6.7100
H -2.0206 0.4891 -5.0776
H -1.0833 1.7064 -4.2120
H 0.7543 -0.3835 -4.3953
H -0.7621 -1.2596 -4.1361
H 0.1215 -0.8459 -1.9921
H -1.1407 0.3727 -2.1118
H 1.2586 1.6121 -3.1211
H 1.7170 0.6855 -1.6650
H 0.3712 2.9907 -1.7082
C -2.7432 2.3202 -0.1735
C -1.8526 2.1523 1.0405
O -2.5874 2.4266 2.2470
C -3.3202 1.4231 2.7188
O -3.4087 0.3376 2.2266
C -4.0079 1.8424 4.0241
F -4.5397 3.0697 3.9337
F -3.1281 1.8570 5.0397
F -4.9893 1.0007 4.3510
H -3.2001 3.3113 -0.1779
H -2.1665 2.1915 -1.0865
H -3.5553 1.5917 -0.1678
H -1.0379 2.8718 1.0077
H -1.4050 1.1601 1.0800
C 3.3851 -0.3428 4.3239
C 3.7513 0.8294 3.4401
O 4.5418 0.4000 2.3134
C 3.8667 -0.0849 1.2847
O 2.6764 -0.1956 1.2158
C 4.8314 -0.4509 0.1497
F 5.9091 -1.1023 0.5985
F 5.2626 0.6551 -0.4841
F 4.2400 -1.2312 -0.7635
H 4.2795 -0.8851 4.6320
H 2.8562 -0.0013 5.2129
H 2.7477 -1.0505 3.7935
H 4.3689 1.5347 3.9928
H 2.8668 1.3689 3.1025
C -1.9677 -2.3949 4.2945
C -1.8432 -3.5822 5.2258
O -0.9646 -4.5738 4.6626
C 0.3333 -4.3649 4.8498
O 0.8113 -3.4428 5.4420
C 1.1436 -5.5108 4.2306
F 0.6899 -5.8388 3.0098
F 1.0731 -6.6117 4.9948
F 2.4324 -5.1871 4.1052
H -2.2849 -2.7184 3.3025
H -2.6926 -1.6780 4.6795
H -1.0090 -1.8881 4.1770
H -2.8116 -4.0636 5.3480
H -1.5030 -3.2844 6.2168
*
```

Properties
**Energy relative to the best compared isomer or geometry (same formula, charge and spin)**: 0.0 kJ/mol
**LUMO energy**: -0.1819 Ha
**HOMO**: -12.6 eV
**Energy**: -2631.800752 Ha
**Molecular weight**: 593.18 u
**Frontier orbital gap**: 7.68 eV


- The highest molecular weight belongs to which entry?
  C17H29Ag2Cu2NO14S